Density functional theory data (ωB97M-V with the def2-TZVPD basis set) for 2 unconnected molecules or ions with the total composition C10H16O in a non-equilibrium geometry.

Strongest force on any atom = 1.99 eV/A
Lowest unoccupied orbital energy = 0.85 eV
Energy above the lowest of the compared OMol25 structures with the same formula, charge and spin = 107.7 kJ/mol
Multiplicity = 1
Structure (SMILES) = Cc1ccc(O)cc1.CCC
Energy = -465.85677 Eh
E_HOMO = -8.428 eV

Each line ends with the natural charge from an NBO analysis.
Cartesian coordinates (Å):
C -2.56 1.58 -1.89  -0.403
C -2.60 0.73 -0.64  -0.606
C -1.16 1.72 -2.53  -0.620
H -3.19 1.13 -2.66  0.194
H -3.05 2.54 -1.75  0.198
H -1.92 1.08 0.12  0.207
H -1.04 1.12 -3.43  0.207
H -2.31 -0.31 -0.83  0.200
H -3.62 0.64 -0.25  0.207
H -0.83 2.75 -2.61  0.212
H -0.48 1.15 -1.88  0.204
C 0.41 -2.95 2.12  -0.629
C 2.19 0.66 0.52  0.311
C 2.05 -0.47 -0.27  -0.310
C 1.71 0.66 1.82  -0.272
C 1.48 -1.63 0.26  -0.168
C 1.16 -0.52 2.30  -0.177
C 0.99 -1.68 1.56  -0.064
O 2.80 1.79 0.05  -0.672
H 2.28 -0.51 -1.32  0.211
H 3.11 1.72 -0.84  0.482
H 1.85 1.52 2.45  0.225
H 1.39 -2.49 -0.39  0.205
H 0.85 -0.52 3.34  0.205
H -0.50 -2.71 2.69  0.215
H 1.04 -3.55 2.75  0.222
H -0.05 -3.47 1.31  0.216

=====

Density functional theory data (ωB97M-V with the def2-TZVPD basis set) for 2 unconnected molecules or ions with the total composition C10H16O in a non-equilibrium geometry.

Strongest force on any atom = 5.14 eV/A
Lowest unoccupied orbital energy = 0.79 eV
Energy above the lowest of the compared OMol25 structures with the same formula, charge and spin = 228.3 kJ/mol
Multiplicity = 1
Structure (SMILES) = Cc1ccc(O)cc1.CCC
Energy = -465.81083 Eh
E_HOMO = -8.368 eV

Each line ends with the natural charge from an NBO analysis.
Cartesian coordinates (Å):
C -0.55 -0.66 -3.07  -0.626
C -2.00 -0.14 0.41  -0.246
C -1.78 -1.47 1.03  0.307
C -1.55 0.12 -0.86  -0.219
C -0.92 -0.85 -1.57  -0.036
C -1.14 -2.41 0.20  -0.287
C -0.78 -2.17 -1.19  -0.198
O -2.04 -1.64 2.34  -0.673
H -2.58 0.65 0.84  0.219
H -1.70 1.10 -1.43  0.225
H -1.11 -3.31 0.68  0.192
H -1.91 -2.46 2.73  0.488
H -1.41 -0.46 -3.71  0.212
H -0.03 -1.55 -3.50  0.210
H -0.38 -2.99 -1.73  0.220
H 0.11 0.21 -3.20  0.210
C 1.56 1.32 1.61  -0.412
C 2.44 2.55 1.66  -0.611
C 1.28 0.95 0.14  -0.599
H 1.98 0.47 2.18  0.201
H 0.68 1.66 2.02  0.202
H 1.88 3.58 1.69  0.207
H 0.83 -0.05 0.07  0.214
H 0.57 1.54 -0.37  0.201
H 2.17 0.96 -0.41  0.193
H 3.09 2.57 2.57  0.207
H 3.27 2.50 0.89  0.198

=====

Density functional theory data (ωB97M-V with the def2-TZVPD basis set) for C10H16O in the gas phase in a non-equilibrium geometry.

Strongest force on any atom = 4.88 eV/A
Lowest unoccupied orbital energy = 0.20 eV
Energy above the lowest of the compared OMol25 structures with the same formula, charge and spin = 618.6 kJ/mol
Multiplicity = 1
Energy = -465.66219 Eh
E_HOMO = -7.804 eV

Each line ends with the natural charge from an NBO analysis.
Cartesian coordinates (Å):
C -0.32 1.81 1.11  -0.022
C -1.25 2.10 0.12  -0.574
C -0.16 -0.03 0.74  0.244
C -1.78 0.96 -0.51  0.560
C -0.77 -1.01 1.76  -0.641
C -2.92 0.76 -1.54  -0.667
C 2.24 -0.23 1.25  -0.614
C 1.20 -1.77 -0.46  -0.622
C 1.62 0.62 -1.10  -0.621
C 1.27 -0.28 0.10  -0.064
O -1.17 -0.13 -0.28  -0.482
H -1.66 3.08 -0.12  0.225
H -0.75 -1.97 1.42  0.211
H -0.27 -0.96 2.65  0.219
H -1.75 -0.63 2.00  0.219
H -2.54 0.20 -2.30  0.234
H -3.79 0.13 -1.04  0.244
H -3.23 1.63 -2.00  0.228
H 3.12 0.11 0.79  0.209
H 1.78 0.48 1.92  0.244
H 2.36 -1.15 1.56  0.202
H 0.12 -2.14 -0.79  0.215
H 1.98 -1.82 -1.20  0.210
H 1.44 -2.54 0.26  0.199
H 2.42 0.27 -1.65  0.208
H 1.97 1.53 -0.80  0.220
H 0.87 0.98 -1.86  0.217

=====

Density functional theory data (ωB97M-V with the def2-TZVPD basis set) for 2 unconnected molecules or ions with the total composition C10H16O3Si in a non-equilibrium geometry.

Strongest force on any atom = 3.31 eV/A
Lowest unoccupied orbital energy = 0.52 eV
Energy above the lowest of the compared OMol25 structures with the same formula, charge and spin = 128.8 kJ/mol
Multiplicity = 1
Structure (SMILES) = C=C=C[Si](C)(C)C.O=C1C=C(O)CO1
Energy = -905.77140 Eh
E_HOMO = -9.149 eV

Each line ends with the natural charge from an NBO analysis.
Cartesian coordinates (Å):
C -0.55 -1.92 -1.76  -0.552
C -0.07 -1.60 -0.60  0.138
C -3.20 0.06 1.14  0.766
C -3.78 0.56 -0.99  -0.113
C -1.99 0.56 0.47  -0.463
C -2.26 0.84 -0.80  0.400
C 3.62 -1.05 0.50  -1.094
C 1.93 1.10 -0.85  -1.147
C 1.72 0.93 2.19  -1.112
C 0.45 -1.29 0.54  -0.722
O -3.34 -0.43 2.20  -0.558
O -4.21 0.00 0.18  -0.497
O -1.56 1.25 -1.84  -0.673
Si 1.96 -0.05 0.60  1.600
H -0.16 -2.85 -2.27  0.229
H -4.18 1.58 -1.15  0.191
H -4.01 -0.10 -1.79  0.200
H -1.18 0.78 1.02  0.219
H -1.48 -1.61 -2.18  0.229
H 4.26 -0.77 1.31  0.235
H 3.57 -2.15 0.47  0.248
H 4.13 -0.85 -0.46  0.234
H 1.41 0.57 -1.59  0.230
H 1.41 2.06 -0.61  0.238
H 3.00 1.30 -1.23  0.259
H 2.19 0.50 3.07  0.248
H 2.18 1.85 2.19  0.240
H 0.66 0.87 2.42  0.240
H 0.01 -1.50 1.55  0.266
H -0.52 1.36 -1.75  0.522

=====

Density functional theory data (ωB97M-V with the def2-TZVPD basis set) for C10H16O4 in the gas phase.

Strongest force on any atom = 0.45 eV/A
Lowest unoccupied orbital energy = 0.30 eV
Energy above the lowest of the compared OMol25 structures with the same formula, charge and spin = 0.0 kJ/mol
Multiplicity = 1
Structure (SMILES) = CC[C@@H]1C(=O)OC[C@@H]1CCCC(=O)O
Energy = -691.62717 Eh
E_HOMO = -10.369 eV

Each line ends with the natural charge from an NBO analysis.
Cartesian coordinates (Å):
C -0.49 -1.34 2.54  -0.622
C -1.84 -1.17 1.82  -0.403
C -1.78 -1.31 0.30  -0.328
C -1.25 -2.67 -0.13  0.797
O -1.49 -3.73 0.35  -0.549
O -0.40 -2.51 -1.19  -0.503
C 0.18 -1.21 -1.06  -0.076
C -0.95 -0.31 -0.55  -0.242
C -0.57 0.99 0.14  -0.398
C 0.28 1.97 -0.68  -0.393
C 1.75 1.60 -0.83  -0.525
C 2.52 2.68 -1.57  0.792
O 2.26 3.84 -1.50  -0.560
O 3.55 2.25 -2.34  -0.670
H -0.19 -0.43 3.06  0.210
H 0.32 -1.60 1.85  0.196
H -0.54 -2.13 3.28  0.226
H -2.52 -1.94 2.17  0.231
H -2.29 -0.21 2.07  0.210
H -2.80 -1.29 -0.09  0.244
H 0.99 -1.26 -0.32  0.170
H 0.61 -0.94 -2.02  0.198
H -1.57 -0.05 -1.42  0.211
H -1.50 1.50 0.38  0.219
H -0.07 0.80 1.09  0.206
H -0.17 2.13 -1.67  0.207
H 0.25 2.94 -0.18  0.235
H 1.89 0.63 -1.33  0.199
H 2.21 1.51 0.16  0.237
H 3.61 1.29 -2.33  0.481

=====

Density functional theory data (ωB97M-V with the def2-TZVPD basis set) for 2 unconnected molecules or ions with the total composition C10H16OS in a non-equilibrium geometry.

Strongest force on any atom = 2.03 eV/A
Lowest unoccupied orbital energy = 0.80 eV
Energy above the lowest of the compared OMol25 structures with the same formula, charge and spin = 100.9 kJ/mol
Multiplicity = 1
Structure (SMILES) = CCc1ccc(O)cc1.CSC
Energy = -864.02460 Eh
E_HOMO = -8.192 eV

Each line ends with the natural charge from an NBO analysis.
Cartesian coordinates (Å):
C -2.12 1.86 -0.55  -0.419
C -2.99 1.68 -1.79  -0.616
C -1.73 0.59 0.20  -0.057
C -2.03 -0.74 -0.09  -0.193
C -1.03 0.84 1.38  -0.167
C -1.62 -1.77 0.73  -0.304
C -0.51 -0.18 2.19  -0.268
C -0.97 -1.45 1.92  0.296
O -0.67 -2.44 2.82  -0.664
H -1.12 2.29 -0.80  0.211
H -2.53 2.60 0.12  0.215
H -3.75 0.92 -1.64  0.206
H -2.54 -0.87 -1.06  0.214
H -0.81 1.86 1.66  0.206
H -1.78 -2.81 0.47  0.210
H 0.19 0.07 2.99  0.233
H -0.93 -3.27 2.38  0.471
H -2.35 1.37 -2.65  0.206
H -3.52 2.60 -2.14  0.219
C 1.56 -0.16 -1.49  -0.752
C 4.47 -0.17 -1.26  -0.770
S 3.04 0.89 -1.39  0.166
H 0.90 0.17 -2.30  0.222
H 1.73 -1.23 -1.40  0.230
H 1.00 0.24 -0.63  0.230
H 4.33 -0.99 -0.55  0.219
H 5.32 0.28 -0.74  0.240
H 4.76 -0.52 -2.26  0.215

=====

Density functional theory data (ωB97M-V with the def2-TZVPD basis set) for 2 unconnected molecules or ions with the total composition C10H16S in a non-equilibrium geometry.

Strongest force on any atom = 1.61 eV/A
Lowest unoccupied orbital energy = 0.86 eV
Energy above the lowest of the compared OMol25 structures with the same formula, charge and spin = 67.8 kJ/mol
Multiplicity = 1
Structure (SMILES) = Cc1ccccc1.CCSC
Energy = -788.79284 Eh
E_HOMO = -8.405 eV

Each line ends with the natural charge from an NBO analysis.
Cartesian coordinates (Å):
C 0.14 1.57 2.55  -0.632
C 0.97 -0.73 2.23  -0.222
C 1.00 0.58 1.76  0.001
C 1.83 -1.69 1.71  -0.198
C 2.61 -1.37 0.61  -0.231
C 1.91 0.94 0.79  -0.235
C 2.71 -0.05 0.19  -0.201
H 0.23 -1.05 2.96  0.210
H 1.77 -2.70 2.07  0.210
H -0.88 1.57 2.15  0.226
H 0.55 2.57 2.40  0.213
H 2.99 -2.13 -0.06  0.213
H 2.11 1.93 0.40  0.215
H 3.44 0.27 -0.54  0.210
H 0.23 1.31 3.60  0.217
C -1.09 0.73 -2.11  -0.530
C -1.27 -0.21 -3.30  -0.639
C -2.89 -0.59 -0.49  -0.748
S -2.65 1.06 -1.23  0.171
H -0.31 0.41 -1.43  0.219
H -0.80 1.73 -2.40  0.222
H -1.08 0.27 -4.27  0.217
H -2.20 -0.76 -3.30  0.218
H -2.06 -1.26 -0.69  0.224
H -2.94 -0.50 0.60  0.219
H -3.84 -0.94 -0.86  0.219
H -0.47 -0.96 -3.35  0.208